[1]
# C38H49Cl3Ge2N2O7PSSn

C38H49Cl3Ge2N2O7PSSn as an isolated structure (wB97M-V/def2-TZVPD, OMol25).

Values from the calculation:
2S+1 = 2
relative energy (zero: lowest compared OMol25 entry of this formula, charge and spin) = 62.9 kcal per mole
Kohn-Sham gap (alpha / beta) = 5.850 / 5.644 eV
DFT total energy = -234073.1215 eV
net charge = -2

XYZ file:
```
104
Properties=species:S:1:pos:R:3:forces:R:3
Sn 0.904 -0.466 -0.182 0.1 -0.1 -0.2
C 5.264 -0.113 -2.946 0.0 0.0 0.0
C 4.454 0.718 -1.984 0.0 -0.1 0.0
O 4.173 0.287 -0.884 0.0 0.2 0.0
C 4.052 2.090 -2.437 0.1 0.0 0.0
C 5.069 3.018 -2.646 0.0 -0.1 0.1
C 4.803 4.334 -2.988 0.0 0.1 0.0
C 3.472 4.709 -3.161 0.1 0.0 0.0
C 2.450 3.796 -2.995 -0.1 -0.1 0.0
C 2.691 2.445 -2.632 0.0 0.0 0.2
O 1.720 1.589 -2.481 -0.1 0.1 -0.2
H 5.694 -0.970 -2.430 0.0 0.0 0.0
H 6.039 0.485 -3.430 0.0 0.0 0.0
H 4.584 -0.439 -3.736 0.0 0.0 0.0
H 6.100 2.702 -2.513 0.0 0.0 0.0
H 5.609 5.043 -3.131 0.0 0.0 0.0
H 3.229 5.724 -3.460 0.0 0.0 0.0
H 1.427 4.071 -3.207 -0.1 0.0 0.0
N 0.532 3.940 0.263 0.1 0.1 -0.1
C 1.113 2.806 0.775 -0.4 -0.4 0.2
N 2.477 2.792 0.816 0.1 0.1 -0.2
O 0.420 1.900 1.247 0.4 0.3 -0.2
H 1.022 4.387 -0.499 0.0 0.0 -0.1
H -0.456 3.810 0.101 0.0 0.0 0.0
H 2.947 3.386 0.148 0.0 0.0 -0.1
H 2.869 1.862 0.817 0.0 -0.3 0.1
O 1.077 -1.413 -2.366 0.1 -0.2 0.0
S 0.673 -2.812 -2.821 0.0 0.1 0.3
C 1.417 -3.900 -1.526 0.0 0.0 0.0
C 2.385 -4.846 -2.225 0.0 0.0 0.0
C 3.070 -3.982 -3.280 0.0 0.0 0.0
C 1.940 -3.290 -4.027 0.0 0.0 0.0
H 0.612 -4.381 -0.971 0.0 0.0 0.0
H 1.953 -3.220 -0.861 0.0 0.0 0.0
H 1.838 -5.657 -2.715 0.0 0.0 0.0
H 3.086 -5.299 -1.519 0.0 0.0 0.0
H 3.700 -4.561 -3.959 0.0 0.0 0.0
H 3.702 -3.234 -2.792 0.0 0.0 0.0
H 1.428 -3.948 -4.734 0.0 0.0 0.0
H 2.201 -2.372 -4.552 0.0 0.0 0.0
Cl 0.136 2.703 -5.530 0.0 0.1 0.1
Ge 0.597 0.716 -4.210 -0.1 0.0 0.3
Cl 2.630 0.312 -5.277 0.1 0.0 0.0
Cl -0.448 -1.699 -5.392 -0.1 0.0 -0.2
C 2.910 -2.001 6.695 0.0 0.0 0.0
C 2.809 -1.529 5.262 -0.1 0.0 0.0
O 1.623 -0.755 5.126 0.0 0.0 0.0
P 1.386 -0.075 3.616 -0.1 0.0 0.0
O 0.820 -1.352 2.804 0.0 0.0 0.1
C -0.400 -2.041 3.154 0.1 0.1 -0.1
C -0.180 -3.520 2.945 0.0 0.0 0.0
O -0.001 0.673 3.993 0.1 0.0 0.1
C -0.020 2.106 4.034 0.0 0.0 0.0
C -0.489 2.556 5.400 0.0 0.0 0.0
H 3.799 -2.620 6.833 0.0 0.0 0.0
H 2.030 -2.589 6.962 0.0 0.0 0.0
H 2.968 -1.149 7.374 0.0 0.0 0.0
H 2.780 -2.387 4.580 0.0 0.0 0.0
H 3.684 -0.927 4.991 0.0 0.0 0.0
H -1.173 -1.673 2.477 0.0 0.0 0.0
H -0.671 -1.812 4.184 0.0 0.0 0.0
H 0.046 -3.714 1.894 0.0 0.0 0.0
H -1.083 -4.074 3.212 0.0 0.0 0.0
H 0.649 -3.881 3.559 0.0 0.0 0.0
H -0.687 2.447 3.243 0.1 0.0 0.1
H 0.978 2.498 3.814 0.0 0.0 0.0
H -1.488 2.164 5.605 0.0 0.0 0.0
H -0.529 3.647 5.444 0.0 0.0 0.0
H 0.188 2.194 6.177 0.0 0.0 0.0
C -1.014 -1.170 0.017 0.1 0.1 -0.2
Ge -2.628 -0.239 -0.267 -0.2 -0.1 0.0
C -4.156 -1.310 0.456 0.0 0.0 0.0
C -3.942 -2.622 0.872 0.0 0.0 0.0
C -4.984 -3.407 1.356 0.0 0.0 0.0
C -6.268 -2.885 1.434 0.0 0.0 0.0
C -6.501 -1.576 1.025 0.0 0.0 0.0
C -5.454 -0.803 0.543 0.0 0.0 0.0
C -3.119 -0.002 -2.157 0.0 -0.1 0.0
C -2.832 1.117 -2.938 0.1 0.0 0.0
C -3.161 1.161 -4.287 0.0 0.0 0.0
C -3.784 0.077 -4.884 0.0 0.0 0.0
C -4.063 -1.053 -4.129 0.0 0.0 0.0
C -3.731 -1.090 -2.784 -0.1 0.0 0.0
C -2.850 1.441 0.774 0.0 0.0 0.2
C -3.096 1.304 2.144 0.0 0.0 -0.1
C -3.261 2.408 2.969 0.0 0.0 0.0
C -3.168 3.691 2.444 0.0 0.0 0.0
C -2.917 3.851 1.088 0.0 0.0 0.0
C -2.763 2.738 0.269 0.0 0.0 -0.1
H -2.931 -3.019 0.811 0.0 0.0 0.0
H -4.795 -4.428 1.672 0.0 0.0 0.0
H -7.083 -3.492 1.810 0.0 0.0 0.0
H -7.502 -1.161 1.082 0.0 0.0 0.0
H -5.650 0.218 0.227 0.0 0.0 0.0
H -2.292 1.959 -2.520 0.0 0.0 0.0
H -2.881 2.023 -4.880 0.0 0.0 0.0
H -4.000 0.091 -5.944 0.0 0.0 0.0
H -4.500 -1.925 -4.601 0.0 0.0 0.0
H -3.945 -1.987 -2.212 0.0 0.0 0.0
H -3.169 0.310 2.574 0.0 0.0 0.0
H -3.459 2.267 4.027 0.0 0.0 0.0
H -3.291 4.556 3.084 0.0 0.0 0.0
H -2.839 4.846 0.664 0.0 0.0 0.0
H -2.577 2.897 -0.786 0.0 0.0 0.0
```
Positions in Å, forces in eV/Å.

Mulliken atomic charge list, values in e, 4 entries: 0.39 -1.16 0.38 -0.62

=====

[2]
# C38H50Cl2N9O3S

A 8-piece molecular cluster, C38H50Cl2N9O3S overall at a distorted geometry (wB97M-V/def2-TZVPD, OMol25).

Values from the calculation:
Kohn-Sham gap = 5.567 eV
DFT total energy = -95641.5366 eV
net charge = +1

XYZ file:
```
103
Properties=species:S:1:pos:R:3:forces:R:3
C 6.899 -0.995 2.687 -0.6 0.3 0.3
C 6.234 -1.408 1.382 0.5 0.0 0.1
Cl 6.061 0.036 0.340 0.0 0.0 0.3
C 4.914 -2.152 1.560 -0.2 0.1 -0.5
Cl 4.291 -2.703 -0.031 0.0 -0.2 0.1
C 3.802 -1.375 2.263 0.2 0.4 0.6
C 2.767 -2.351 2.834 0.4 -0.1 -0.1
N 1.603 -1.632 3.494 0.1 -0.7 -0.2
C 1.444 -0.201 3.043 -0.3 1.4 -0.7
C -0.043 0.181 3.196 -0.4 0.0 -0.3
C -0.854 -0.270 1.985 -0.3 -0.3 -0.1
O -1.265 -1.393 1.904 0.4 -0.2 0.1
O -1.027 0.599 0.974 -0.1 0.0 0.4
N 2.275 0.719 3.815 -0.7 -0.6 0.4
C 2.022 0.899 4.998 0.8 -0.3 0.3
S 1.882 1.021 6.541 -0.2 0.2 -0.3
C 1.888 -0.172 1.578 0.1 -0.4 -0.2
O 3.268 -0.362 1.438 -0.1 0.0 0.1
H 7.014 -1.841 3.369 0.2 -0.1 -0.2
H 6.292 -0.252 3.213 0.0 0.0 -0.1
H 7.853 -0.511 2.493 0.1 -0.2 0.0
H 6.923 -2.071 0.857 -0.1 0.0 -0.2
H 5.129 -3.060 2.127 0.0 0.0 0.0
H 4.265 -0.865 3.119 0.0 -0.1 0.0
H 3.273 -2.934 3.601 -0.1 -0.1 0.0
H 2.365 -3.037 2.090 0.0 0.2 -0.1
H 0.738 -2.109 3.203 -0.1 0.0 0.0
H 1.660 -1.748 4.508 0.0 0.4 0.0
H -0.467 -0.314 4.073 -0.1 0.1 0.0
H -0.178 1.254 3.323 0.4 0.0 0.1
H -0.958 1.514 1.276 0.1 0.0 -0.1
H 1.363 -0.951 1.005 -0.2 0.1 0.1
H 1.615 0.785 1.139 0.2 0.1 0.0
N -1.971 1.923 5.439 0.0 -0.1 0.0
C -2.736 2.449 4.429 0.1 -0.1 0.0
C -4.048 2.343 4.802 0.0 0.0 0.0
C -4.077 1.738 6.088 0.0 0.0 0.0
C -2.782 1.493 6.455 0.0 0.0 0.0
H -0.970 1.869 5.445 0.0 0.2 0.1
H -2.284 2.853 3.537 0.0 0.1 0.0
H -4.896 2.668 4.224 0.0 0.0 0.0
H -4.950 1.512 6.675 0.0 0.0 0.0
H -2.371 1.053 7.347 0.0 0.0 0.0
N 3.311 -0.200 -3.112 -0.1 0.0 0.0
C 3.954 0.753 -2.370 0.0 0.0 0.1
C 3.820 1.950 -3.023 -0.1 0.0 0.0
C 3.059 1.707 -4.202 0.0 0.0 0.1
C 2.760 0.371 -4.223 0.0 -0.1 -0.1
H 3.252 -1.173 -2.874 0.1 0.0 0.0
H 4.439 0.487 -1.447 0.0 0.1 -0.1
H 4.218 2.896 -2.693 0.0 0.0 0.0
H 2.764 2.430 -4.944 0.0 0.0 0.0
H 2.202 -0.221 -4.928 0.0 0.0 0.0
N -2.065 0.390 -5.120 0.0 0.0 0.1
C -2.441 -0.887 -4.807 0.0 0.0 -0.1
C -1.588 -1.345 -3.838 0.0 -0.1 0.0
C -0.666 -0.303 -3.555 0.0 0.0 0.1
C -0.987 0.756 -4.361 0.0 0.0 -0.1
H -2.513 0.971 -5.805 0.0 0.0 0.0
H -3.276 -1.356 -5.297 0.0 0.0 0.0
H -1.618 -2.318 -3.376 -0.1 0.0 0.0
H 0.142 -0.329 -2.842 0.0 0.0 0.0
H -0.542 1.732 -4.459 0.0 0.0 0.0
N -1.206 -5.334 -3.115 0.0 0.0 0.1
C -1.572 -6.611 -2.792 0.0 0.0 0.0
C -0.720 -7.061 -1.819 0.0 0.0 0.0
C 0.195 -6.010 -1.542 0.0 0.0 0.0
C -0.132 -4.957 -2.355 0.0 0.1 0.0
H -1.656 -4.760 -3.805 0.0 0.0 0.0
H -2.403 -7.090 -3.281 0.0 0.0 0.0
H -0.749 -8.034 -1.359 0.0 0.0 0.0
H 1.002 -6.027 -0.828 0.0 0.0 0.0
H 0.304 -3.978 -2.460 0.0 0.0 0.0
N -6.892 3.167 1.932 0.0 0.0 0.0
C -7.658 3.687 0.926 0.0 0.0 0.0
C -8.971 3.590 1.303 0.0 0.0 0.0
C -8.998 2.992 2.591 0.0 0.0 0.0
C -7.701 2.744 2.952 0.0 0.0 0.0
H -5.892 3.105 1.922 0.0 0.0 0.0
H -7.201 4.077 0.032 0.0 0.0 0.0
H -9.820 3.911 0.723 0.0 0.0 0.0
H -9.869 2.769 3.182 0.0 0.0 0.0
H -7.288 2.303 3.843 0.0 0.0 0.0
N -8.332 5.307 -2.315 0.0 0.0 0.0
C -9.116 6.070 -3.135 0.0 0.0 0.0
C -8.539 6.082 -4.376 0.0 0.0 0.0
C -7.361 5.290 -4.303 0.0 0.0 0.0
C -7.262 4.824 -3.020 0.0 0.0 0.1
H -8.515 5.128 -1.345 -0.1 0.0 0.0
H -10.012 6.538 -2.766 0.0 0.0 0.0
H -8.919 6.599 -5.241 0.0 0.0 0.0
H -6.668 5.086 -5.102 0.0 0.0 0.0
H -6.526 4.194 -2.551 0.0 0.0 0.0
N 9.231 -1.626 -2.647 0.0 -0.1 0.1
C 8.196 -1.747 -1.764 0.0 0.0 0.0
C 8.008 -3.085 -1.525 0.0 0.1 0.0
C 8.973 -3.794 -2.291 0.0 0.0 0.0
C 9.712 -2.866 -2.971 0.0 0.1 0.0
H 9.585 -0.759 -3.006 0.0 0.0 0.0
H 7.683 -0.877 -1.385 0.1 -0.1 -0.1
H 7.260 -3.514 -0.877 0.0 0.0 -0.1
H 9.105 -4.862 -2.338 0.0 0.0 0.0
H 10.534 -2.980 -3.656 0.0 0.0 0.0
```
Positions in Å, forces in eV/Å.

Mulliken atomic charge list, values in e, 4 entries: -1.61 0.52 -0.24 -0.34

=====

> Number 1 is which compound?

C38H49Cl3Ge2N2O7PSSn